Run 1
C4H6N4 | wB97M-V/def2-TZVPD

- 2S+1: 1
- Kohn-Sham gap: 0.3457 hartree

```
14
C4H6N4 wB97M-V/def2-TZVPD
C 3.34 0.04 0.10
N 2.00 -0.46 -0.27
N 1.15 0.38 0.12
C -0.29 0.07 -0.03
C -1.17 1.14 -0.06
N -2.39 0.52 0.01
C -2.25 -0.83 0.04
N -0.96 -1.12 0.03
H 3.52 0.99 -0.37
H 4.09 -0.65 -0.34
H 3.41 0.17 1.19
H -1.02 2.21 -0.13
H -3.28 0.97 -0.02
H -3.10 -1.49 0.13
```

Run 2
C4H6N4 | wB97M-V/def2-TZVPD

- 2S+1: 1
- Kohn-Sham gap: 0.3308 hartree

```
14
C4H6N4 wB97M-V/def2-TZVPD
H 1.74 -1.83 -0.04
N 2.29 -0.99 0.11
C 1.62 0.08 0.15
N 0.25 0.26 -0.06
C -0.15 1.67 -0.04
C -0.72 -0.87 -0.06
C -2.10 -0.55 -0.11
N -3.16 -0.25 0.29
N -0.19 -2.05 0.02
H -0.92 -2.69 -0.31
H 2.27 1.07 0.45
H -1.09 1.59 -0.64
H -0.40 2.24 0.86
H 0.57 2.32 -0.62
```

Stability, descending: run 1, run 2

Run 1
C7H12 | wB97M-V/def2-TZVPD

- 2S+1: 1
- Kohn-Sham gap: 0.3782 hartree

```
19
C7H12 wB97M-V/def2-TZVPD
C -1.14 -1.53 -0.69
C -0.35 -0.87 -1.52
C 0.38 0.42 -1.35
C 0.72 0.94 0.08
C -0.49 1.53 0.82
C 1.42 -0.21 0.78
C 0.96 -0.93 1.79
H -1.69 -2.40 -1.03
H -1.27 -1.24 0.34
H -0.36 -1.13 -2.58
H -0.39 0.93 -1.92
H 1.30 0.43 -1.96
H 1.46 1.75 -0.01
H -0.20 1.92 1.81
H -0.90 2.37 0.24
H -1.29 0.81 0.97
H 2.35 -0.53 0.32
H 1.50 -1.82 2.11
H 0.05 -0.66 2.30
```

Run 2
C7H12 | wB97M-V/def2-TZVPD

- 2S+1: 1
- Kohn-Sham gap: 0.3165 hartree

```
19
C7H12 wB97M-V/def2-TZVPD
C -1.57 1.78 -0.93
C -0.38 1.46 -0.03
C -0.61 0.21 0.84
C -0.55 -1.12 0.08
C 0.85 -1.71 0.00
C 2.13 -0.95 0.00
C 1.69 -1.67 1.23
H -1.38 2.69 -1.52
H -2.47 1.95 -0.34
H -1.77 0.97 -1.64
H 0.52 1.33 -0.64
H -0.18 2.32 0.63
H -1.59 0.31 1.33
H -0.95 -0.99 -0.94
H -1.19 -1.86 0.58
H 0.90 -2.68 -0.52
H 2.98 -1.37 -0.54
H 2.17 0.13 0.09
H 0.12 0.19 1.67
```

Stability, descending: run 1, run 2

Run 1
C7H12 | wB97M-V/def2-TZVPD

- 2S+1: 1
- Kohn-Sham gap: 0.3779 hartree

```
19
C7H12 wB97M-V/def2-TZVPD
C 3.13 -0.91 1.26
C 2.53 0.01 0.30
C 1.84 0.59 -0.49
C 0.61 0.61 -1.29
C -0.61 0.93 -0.41
C -1.59 -0.24 -0.40
C -2.90 0.04 0.33
H 3.96 -0.46 1.79
H 3.47 -1.82 0.75
H 2.35 -1.23 1.97
H 0.51 -0.43 -1.63
H 0.68 1.23 -2.18
H -0.29 1.16 0.61
H -1.10 1.84 -0.79
H -1.09 -1.11 0.06
H -1.80 -0.53 -1.43
H -2.73 0.28 1.38
H -3.43 0.88 -0.13
H -3.56 -0.83 0.28
```

Run 2
C7H12 | wB97M-V/def2-TZVPD

- 2S+1: 1
- Kohn-Sham gap (alpha / beta): 0.3284 / 0.2718 hartree

```
19
C7H12 wB97M-V/def2-TZVPD
C 0.23 -0.55 0.49
C 2.45 -0.91 2.33
C -0.62 0.12 -0.30
C 1.53 -1.07 3.43
C -2.09 0.08 -0.68
C 0.28 0.71 -2.61
C -0.01 1.17 -1.25
H 0.11 -1.37 1.04
H 1.61 -0.39 4.23
H 1.84 -1.94 4.03
H 0.58 -1.30 3.09
H -2.72 -0.48 -0.11
H -2.19 -0.44 -1.59
H -2.43 1.11 -0.87
H 0.93 1.52 -3.17
H -0.70 0.53 -3.10
H 0.80 -0.29 -2.77
H -0.53 2.09 -1.39
H 0.93 1.42 -0.77
```

Run 3
C7H12 | wB97M-V/def2-TZVPD

- 2S+1: 1
- Kohn-Sham gap (alpha / beta): 0.2938 / 0.2850 hartree

```
19
C7H12 wB97M-V/def2-TZVPD
C 0.16 -2.66 -0.56
C 0.02 -1.16 -0.69
C 0.02 -0.24 0.47
C 1.20 0.85 0.79
C 0.30 2.00 0.82
C -0.52 2.06 -0.39
C -1.09 0.68 -0.01
H -0.31 -3.16 -1.41
H -0.34 -3.01 0.35
H 1.21 -3.00 -0.52
H 0.52 -0.75 -1.58
H -1.24 -0.25 -0.96
H -0.21 -0.76 1.41
H 1.90 0.87 -0.05
H 1.73 0.64 1.72
H -0.10 2.38 1.76
H -1.29 2.83 -0.41
H 0.03 2.04 -1.34
H -2.00 0.65 0.58
```

Run 4
C7H12 | wB97M-V/def2-TZVPD

- 2S+1: 1
- Kohn-Sham gap: 0.3812 hartree

```
19
C7H12 wB97M-V/def2-TZVPD
C 3.39 -0.77 0.91
C 2.25 -1.07 -0.04
C 1.40 -0.16 -0.47
C 0.54 0.74 -0.86
C -0.77 1.00 -0.15
C -1.86 0.02 -0.58
C -3.16 0.23 0.18
H 3.53 0.31 1.00
H 4.33 -1.21 0.58
H 3.20 -1.17 1.92
H 2.12 -2.09 -0.39
H 0.75 1.30 -1.78
H -0.60 0.90 0.93
H -1.11 2.03 -0.31
H -1.49 -1.01 -0.42
H -2.04 0.11 -1.66
H -3.00 0.11 1.26
H -3.56 1.24 0.01
H -3.93 -0.49 -0.12
```

Stability, descending: run 4, run 1, run 3, run 2

Run 1
C7H12 | wB97M-V/def2-TZVPD

- 2S+1: 1
- Kohn-Sham gap: 0.3593 hartree

```
19
C7H12 wB97M-V/def2-TZVPD
C 2.00 1.57 0.24
C 1.09 0.83 -0.35
C 0.17 0.59 -1.28
C -1.22 0.29 -0.94
C -1.79 0.94 0.32
H 2.60 1.21 1.06
H 2.23 2.56 -0.13
H 0.52 0.16 -2.21
H -1.86 0.51 -1.80
H -1.13 -0.86 -0.63
H -2.84 0.66 0.44
H -1.25 0.59 1.20
H -1.71 2.02 0.27
C 1.06 -1.43 0.78
C -0.08 -2.09 0.43
H 1.21 -1.08 1.79
H 1.93 -1.43 0.14
H -0.77 -2.43 1.19
H -0.16 -2.60 -0.52
```

Run 2
C7H12 | wB97M-V/def2-TZVPD

- 2S+1: 1
- Kohn-Sham gap: 0.3998 hartree

```
19
C7H12 wB97M-V/def2-TZVPD
C 2.48 0.26 -0.78
C 1.12 -0.44 -0.72
C 0.25 -0.11 0.50
C -0.68 1.18 0.79
C -1.88 0.24 0.87
C -2.00 -0.47 -0.43
C -1.01 -0.96 0.59
H 3.01 0.00 -1.70
H 3.12 -0.04 0.06
H 2.36 1.35 -0.76
H 0.56 -0.27 -1.64
H 1.30 -1.53 -0.69
H 0.86 -0.10 1.40
H -0.76 2.01 0.08
H -0.45 1.60 1.78
H -2.69 0.29 1.59
H -2.88 -1.08 -0.59
H -1.63 0.03 -1.33
H -1.08 -1.97 0.98
```

Run 3
C7H12 | wB97M-V/def2-TZVPD

- 2S+1: 1
- Kohn-Sham gap: 0.3423 hartree

```
19
C7H12 wB97M-V/def2-TZVPD
C -0.57 -0.33 -0.24
C 0.69 0.11 -0.51
C 0.52 -1.39 -0.37
C 0.93 0.69 1.36
C 0.51 -0.10 2.57
C -1.15 -0.19 -2.09
C -1.35 1.01 -2.61
H -1.44 -0.10 0.35
H 1.23 0.83 -1.10
H 1.20 -1.77 0.39
H 0.11 -2.29 -0.83
H 2.02 0.77 1.30
H 0.50 1.69 1.33
H -1.56 -1.08 -2.58
H 0.90 0.34 3.50
H -0.58 -0.15 2.67
H 0.88 -1.13 2.54
H -1.89 1.18 -3.55
H -0.96 1.91 -2.13
```

Run 4
C7H12 | wB97M-V/def2-TZVPD

- 2S+1: 1
- Kohn-Sham gap (alpha / beta): 0.2786 / 0.2709 hartree

```
19
C7H12 wB97M-V/def2-TZVPD
C -3.24 0.43 -0.24
C -1.96 -0.17 -0.79
C -0.67 0.58 -0.36
C 0.53 -0.22 -0.85
C 1.80 -0.36 -0.38
C 2.37 0.41 0.69
C 3.41 -0.31 1.47
H -3.23 0.43 0.86
H -3.38 1.46 -0.58
H -4.12 -0.14 -0.56
H -1.88 -1.21 -0.46
H -2.02 -0.21 -1.88
H -0.68 0.73 0.73
H -0.72 1.60 -0.77
H 2.45 -1.14 -0.84
H 0.24 -0.86 -1.68
H 3.31 0.03 2.51
H 4.44 0.00 1.21
H 3.40 -1.42 1.45
```

Stability, descending: run 2, run 1, run 4, run 3

Run 1
C7H12 | wB97M-V/def2-TZVPD

- 2S+1: 1
- Kohn-Sham gap: 0.2784 hartree

```
19
C7H12 wB97M-V/def2-TZVPD
C 1.95 0.86 -1.00
C 0.80 -0.15 -1.21
C 0.27 -0.48 0.16
C -1.04 -0.33 0.52
C -1.90 0.74 0.06
C -3.22 0.64 0.09
C 1.16 -1.22 1.16
H 2.53 0.60 -0.11
H 2.54 0.95 -1.93
H 1.60 1.89 -0.83
H 1.11 -1.06 -1.72
H -0.06 0.30 -1.70
H -1.61 -1.15 0.97
H -0.48 1.60 0.91
H -4.01 1.35 -0.13
H -3.59 -0.22 0.64
H 1.07 -0.76 2.15
H 0.71 -2.21 1.22
H 2.17 -1.33 0.75
```

Run 2
C7H12 | wB97M-V/def2-TZVPD

- 2S+1: 1
- Kohn-Sham gap (alpha / beta): 0.2798 / 0.2799 hartree

```
19
C7H12 wB97M-V/def2-TZVPD
C 1.45 -1.08 -1.83
C 0.23 -0.46 -1.15
C 0.12 -0.81 0.35
C -0.73 0.28 0.94
C -0.95 0.40 2.42
C -0.54 1.42 0.03
C 0.17 1.06 -1.12
H 2.37 -0.75 -1.33
H 1.41 -2.18 -1.80
H 1.51 -0.77 -2.88
H -0.67 -0.85 -1.67
H -0.18 -1.84 0.56
H 1.13 -0.66 0.79
H -1.73 0.88 -0.12
H 0.01 0.57 2.94
H -1.38 -0.51 2.85
H -1.59 1.25 2.67
H -0.73 2.44 0.39
H 0.10 1.62 -2.05
```

Run 3
C7H12 | wB97M-V/def2-TZVPD

- 2S+1: 1
- Kohn-Sham gap: 0.2635 hartree

```
19
C7H12 wB97M-V/def2-TZVPD
C 0.33 2.68 0.32
C 0.39 1.56 -0.50
C 0.04 0.11 -0.43
C 0.06 -0.53 -1.63
C -0.10 -2.05 -1.61
C 0.22 -0.57 0.92
C -0.77 -0.13 1.98
H -0.39 3.43 0.07
H 1.01 2.81 1.13
H 0.82 1.87 -1.48
H 0.22 0.07 -2.53
H -0.33 -2.40 -2.63
H 0.86 -2.49 -1.27
H -0.99 -2.26 -1.00
H 1.24 -0.26 1.21
H 0.47 -1.62 0.75
H -1.81 -0.16 1.57
H -0.77 -0.89 2.78
H -0.48 0.83 2.35
```

Run 4
C7H12 | wB97M-V/def2-TZVPD

- 2S+1: 1
- Kohn-Sham gap: 0.2900 hartree

```
19
C7H12 wB97M-V/def2-TZVPD
C -0.13 -1.86 -1.79
C 0.28 -0.59 -1.70
C 0.02 0.35 -0.61
C 1.21 0.16 0.10
C 1.40 -0.76 1.28
C -1.27 0.69 0.03
C -1.17 1.88 0.99
H -1.02 -2.14 -1.23
H 0.15 -2.46 -2.64
H 0.85 -0.20 -2.55
H 2.12 0.47 -0.40
H 2.41 -0.57 1.65
H 1.26 -1.79 0.97
H 0.78 -0.49 2.13
H -2.00 1.01 -0.73
H -1.83 -0.11 0.53
H -0.72 2.79 0.59
H -0.38 1.54 1.68
H -1.97 2.09 1.69
```

Stability, descending: run 2, run 4, run 3, run 1